# 1
ORCA calculation (wB97M-V/def2-TZVPD) on Be4N7O33P3Zr2 as an isolated structure in a non-equilibrium geometry.

Geometry (Å):
Be1 -13.10276 -3.33866 13.31365
Be2 -10.65440 -0.78879 7.55913
Be3 -10.07692 -7.33575 5.92851
Be4 -14.17268 -7.58041 11.22690
Zr1 -12.52138 -4.50132 8.75323
Zr2 -8.83948 -4.94011 10.12860
P1 -7.85898 -2.38565 8.91336
O1 -7.67884 -3.19067 10.21378
O2 -8.62714 -3.58140 8.60600
O3 -6.41040 -2.27917 8.54857
O4 -8.77439 -1.11169 8.94659
P2 -11.26927 -6.91300 9.11614
O5 -11.77638 -8.23020 8.65665
O6 -11.37551 -5.94865 7.86716
O7 -9.96309 -6.73888 9.88072
O8 -12.53187 -6.31392 9.69633
P3 -11.08236 -3.00522 10.47478
O9 -9.86666 -3.35024 11.22864
O10 -11.38356 -2.75766 8.94381
O11 -12.44835 -3.64962 10.61011
O12 -10.73687 -4.28974 9.72157
N1 -15.44741 -3.73137 10.88989
O13 -15.90971 -2.85087 10.20616
O14 -14.83788 -4.63297 10.50472
O15 -15.58292 -3.72456 12.11647
N2 -11.83323 -6.68418 12.73007
O16 -10.88903 -6.46454 13.60823
O17 -12.65794 -5.79319 12.48935
O18 -11.68841 -7.63704 12.13001
N3 -10.76917 -3.93593 5.80455
O19 -10.08571 -2.90327 5.74767
O20 -11.75396 -3.80781 6.55145
O21 -10.26950 -4.87194 5.24668
N4 -13.95782 -1.65524 7.70442
O22 -13.08957 -1.27663 7.05869
O23 -15.07377 -1.10100 7.95103
O24 -13.81526 -2.72224 8.23354
N5 -13.81842 -0.57952 10.94334
O25 -13.53259 -1.17265 12.05379
O26 -14.98412 -0.37731 10.48104
O27 -12.97415 0.10854 10.37854
N6 -7.50255 -7.14316 7.94412
O28 -8.06743 -7.80463 7.10208
O29 -6.68947 -7.60905 8.69321
O30 -8.00108 -6.12675 8.16510
N7 -14.89211 -6.66136 7.74904
O31 -14.28825 -5.59396 7.77538
O32 -15.23427 -7.26544 8.75949
O33 -14.80230 -7.52599 6.92521

Forces on the atoms, in the same order (eV/Å):
Be -1.617 -0.016 -3.561
Be 0.575 -3.835 2.540
Be 0.866 2.611 3.242
Be 2.472 2.883 -2.375
Zr -2.364 1.706 -3.127
Zr 0.645 5.167 -3.222
P 5.726 2.733 1.493
O 2.154 -1.459 9.110
O -6.871 -6.423 -8.337
O -1.426 1.535 -1.909
O -1.904 0.516 -1.719
P -0.474 -2.217 -2.415
O 1.743 -1.951 -0.478
O 2.767 -0.773 -2.235
O 0.212 -0.565 0.380
O -3.241 0.747 4.930
P -0.549 -3.438 -4.804
O 1.679 4.845 6.841
O 0.222 11.790 -3.490
O -4.980 2.446 7.518
O 4.873 -12.851 -2.013
N -2.410 4.445 0.316
O -0.526 -0.182 -0.033
O 4.394 -6.582 -4.356
O -0.237 1.484 4.970
N 5.797 6.344 6.926
O -2.312 0.779 -0.948
O -3.164 0.774 -0.164
O -2.451 -7.889 -5.451
N 0.901 5.317 3.782
O 0.534 1.572 -0.722
O -1.667 -2.166 -0.595
O 0.087 -5.526 -1.687
N -8.511 0.780 4.306
O 6.909 5.211 -5.656
O 2.543 0.147 -1.819
O 0.360 -6.497 2.727
N -3.684 3.289 -2.408
O 0.583 -1.231 1.022
O 1.558 -2.151 2.687
O 2.649 -1.021 0.399
N 1.063 -2.766 3.430
O -2.546 -4.468 -6.021
O 1.950 -1.329 -0.168
O -2.809 8.762 1.779
N 4.373 -2.677 0.906
O -0.984 1.585 -0.985
O -2.628 -0.177 6.864
O -0.281 0.725 -5.470

Output
**E_HOMO**: -8.1 eV
**2S+1**: 1
**LUMO energy**: -5.8 eV

=====

# 2
ORCA calculation (wB97M-V/def2-TZVPD) on a 3-piece molecular cluster, C4H4ClPS overall in a non-equilibrium geometry.

Geometry (Å):
C1 -0.89248 0.04516 0.71052
C2 0.46775 -0.21325 0.43046
C3 -1.22665 1.38122 0.62190
C4 1.00562 0.94605 -0.09869
P1 4.44496 0.76974 -0.48112
S1 0.01607 2.30781 -0.14962
Cl1 4.93155 -0.82201 0.47876
H1 -1.76361 -0.52037 0.87119
H2 0.86048 -1.13472 0.26319
H3 -2.34795 1.49333 0.79557
H4 2.18638 1.36555 -0.93480

Forces on the atoms, in the same order (eV/Å):
C 0.356 2.484 0.337
C -0.805 2.877 -1.567
C -2.187 -1.140 -0.373
C 3.940 1.196 -2.801
P -0.137 1.830 -1.096
S -1.167 -0.422 1.202
Cl 0.441 -1.789 1.062
H -0.186 -1.683 0.663
H 1.343 -2.473 0.005
H 1.856 1.233 -0.455
H -3.454 -2.113 3.024

Output
**E_HOMO (spin up / spin down)**: -8.0 / -8.2 eV
**Energy relative to the best compared isomer or geometry (same formula, charge and spin)**: 92.2 kcal per mole
**2S+1**: 1
**LUMO energy (spin up / spin down)**: -1.2 / -1.3 eV

=====

# 3
ORCA calculation (wB97M-V/def2-TZVPD) on C23H28N4OOs as an isolated structure.

Geometry (Å):
Os1 0.14469 -0.40598 0.05772
C1 -1.48967 2.07457 1.34037
C2 -0.08399 2.13564 1.94678
C3 0.24609 0.91138 2.75607
C4 0.36833 0.94412 4.12983
C5 0.68497 -0.21421 4.83218
C6 0.89012 -1.40451 4.13483
C7 0.74703 -1.39898 2.77181
N1 0.41577 -0.26537 2.08879
N2 -1.50124 1.35704 0.03578
C8 -1.07413 2.20462 -1.09955
C9 -0.64717 1.33008 -2.24777
C10 -0.70967 1.73205 -3.56446
C11 -0.28787 0.86327 -4.56662
C12 0.17165 -0.41004 -4.22464
C13 0.22249 -0.75966 -2.89843
N3 -0.17585 0.09845 -1.91913
C14 -2.80184 0.70139 -0.25395
C15 -2.83786 -0.72766 0.20706
C16 -4.01294 -1.40133 0.45621
C17 -3.97757 -2.75984 0.75876
C18 -2.74932 -3.42153 0.80810
C19 -1.60658 -2.70201 0.57469
N4 -1.64356 -1.36855 0.28087
H1 -2.17349 1.55668 2.01340
H2 -1.88616 3.08155 1.18463
H3 0.66510 2.27493 1.15565
H4 0.00386 3.01565 2.58291
H5 0.23603 1.88279 4.65304
H6 0.78446 -0.18747 5.91118
H7 1.16356 -2.31964 4.64369
H8 0.91364 -2.30019 2.19241
H9 -1.89936 2.85280 -1.41026
H10 -0.26452 2.86655 -0.78190
H11 -1.09992 2.71220 -3.81135
H12 -0.32846 1.16966 -5.60572
H13 0.47545 -1.12276 -4.98069
H14 0.56008 -1.74363 -2.58980
H15 -3.61473 1.27684 0.19517
H16 -2.96926 0.71098 -1.33428
H17 -4.95684 -0.87209 0.40304
H18 -4.89812 -3.29866 0.95186
H19 -2.68562 -4.47899 1.02916
H20 -0.63312 -3.18017 0.60367
C20 4.03936 -0.82599 -1.52576
C21 3.77437 0.68758 -1.73793
C22 2.80729 1.10316 -0.64863
O1 2.09735 -0.16916 -0.28797
C23 3.11163 -1.27830 -0.40945
H21 5.07226 -1.01389 -1.23918
H22 3.86119 -1.38411 -2.44225
H23 3.36213 0.87910 -2.72691
H24 4.69009 1.27097 -1.65602
H25 2.04610 1.82033 -0.95649
H26 3.29531 1.44378 0.26472
H27 2.55883 -2.19754 -0.60720
H28 3.59967 -1.34589 0.56196

Forces on the atoms, in the same order (eV/Å):
Os -0.429 0.482 -0.131
C -0.021 0.113 0.062
C -0.080 -0.072 -0.016
C 0.036 -0.063 -0.070
C 0.073 0.008 0.034
C 0.004 0.003 -0.016
C 0.019 0.010 0.036
C 0.010 0.065 -0.038
N -0.023 -0.060 0.141
N 0.338 -0.310 0.067
C -0.078 0.097 -0.080
C -0.003 0.038 0.031
C -0.050 0.003 -0.008
C 0.018 -0.040 0.009
C -0.023 0.027 -0.035
C -0.053 0.018 0.027
N 0.114 -0.137 -0.140
C -0.102 -0.015 -0.025
C 0.051 0.094 0.001
C -0.029 0.001 -0.005
C 0.024 0.010 0.004
C -0.042 -0.003 0.003
C -0.072 0.027 -0.039
N 0.019 -0.368 0.081
H 0.000 0.008 0.012
H 0.000 -0.006 -0.034
H 0.033 0.065 0.022
H -0.030 -0.002 0.014
H -0.011 -0.001 -0.005
H 0.001 0.000 0.001
H -0.009 -0.002 -0.002
H -0.028 -0.002 -0.005
H 0.009 0.024 0.033
H 0.025 -0.045 0.021
H 0.022 0.004 0.005
H -0.017 -0.007 -0.001
H 0.013 0.009 0.002
H 0.024 0.014 0.010
H 0.013 0.011 0.008
H -0.001 0.001 0.004
H 0.002 -0.003 0.005
H -0.001 -0.002 -0.004
H 0.001 0.000 -0.003
H -0.001 0.017 0.004
C 0.049 0.036 -0.040
C 0.042 -0.023 -0.019
C 0.169 0.151 -0.076
O 0.016 -0.015 0.003
C 0.234 -0.176 0.047
H -0.007 0.009 0.049
H -0.055 0.024 0.006
H -0.052 -0.040 0.020
H 0.003 0.002 0.019
H -0.028 -0.044 -0.022
H -0.025 -0.068 0.041
H -0.054 0.056 -0.042
H -0.039 0.079 0.031

Output
**E_HOMO (spin up / spin down)**: -22.3 / -22.3 eV
**2S+1**: 5
**⟨S²⟩**: 6.02
**LUMO energy (spin up / spin down)**: -13.2 / -16.1 eV
**Net charge**: +4

=====

# 4
ORCA calculation (wB97M-V/def2-TZVPD) on C2H6B2F8KO as an isolated structure in a non-equilibrium geometry.

Geometry (Å):
K1 2.67367 13.84550 10.71125
B1 0.24504 16.57600 9.47762
F1 0.03344 17.15362 10.69475
F2 -0.69252 15.60633 9.17313
F3 0.22996 17.56408 8.53888
F4 1.51977 16.10801 9.57010
B2 0.31213 13.50417 13.19652
F5 0.73113 14.79961 12.90969
F6 0.74408 12.72101 12.17337
F7 0.81150 13.10297 14.41354
F8 -1.05907 13.54994 13.26506
C1 2.66935 13.96015 6.39664
C2 2.14326 12.69514 6.95871
O1 2.36888 12.38637 8.31362
H1 3.75639 13.88357 6.42082
H2 2.25877 14.76206 7.01021
H3 2.32641 14.11107 5.37306
H4 2.43493 11.94094 6.22781
H5 1.05874 12.61026 6.89019
H6 1.87625 11.58061 8.48586

Forces on the atoms, in the same order (eV/Å):
K -0.919 0.535 0.122
B -1.173 0.957 0.661
F -1.054 0.618 1.697
F -0.185 -0.835 -0.211
F -0.158 1.197 -1.858
F 2.968 -2.246 -0.430
B -1.210 1.896 1.076
F 1.101 0.953 -0.241
F 1.046 -1.916 -1.818
F 0.802 -0.668 0.847
F -1.202 -0.566 -0.059
C 0.006 0.638 1.188
C -2.375 -1.447 -1.630
O 1.428 0.169 0.557
H 0.089 0.561 -0.040
H 0.495 0.488 -0.104
H 0.023 -0.223 0.064
H 0.707 -0.869 0.505
H -0.358 0.747 -0.472
H -0.031 0.012 0.146

Output
**E_HOMO**: -7.6 eV
**2S+1**: 1
**LUMO energy**: 1.7 eV
**Net charge**: -1

=====

# 5
ORCA calculation (wB97M-V/def2-TZVPD) on one molecule with the formula C8H17B in a non-equilibrium geometry.

Geometry (Å):
B1 -1.69143 1.99848 -0.61249
C1 -0.90729 0.88784 0.19125
C2 -2.49970 -0.10898 0.34497
C3 -1.80703 -1.45244 0.09818
C4 -0.27076 -1.38683 0.25290
C5 0.11201 -0.07226 -0.51004
C6 1.57316 0.38467 -0.24131
C7 1.91468 0.63435 1.21407
C8 2.64022 -0.48636 -1.01461
H1 -2.17336 1.65675 -1.68495
H2 -1.99890 3.16091 -0.14240
H3 -0.59672 1.01740 1.26539
H4 -3.17348 0.23179 -0.31857
H5 -2.88370 0.03592 1.37948
H6 -2.28599 -2.23369 0.77203
H7 -2.09028 -1.85399 -0.94890
H8 -0.08326 -1.39014 1.28463
H9 0.09515 -2.31059 -0.23907
H10 0.07797 -0.15711 -1.61071
H11 1.48817 1.43839 -0.79248
H12 1.69831 -0.11558 1.84154
H13 1.26686 1.45388 1.63244
H14 2.93828 0.95644 1.35787
H15 3.70916 -0.14189 -0.77751
H16 2.35355 -0.58851 -2.12164
H17 2.59440 -1.55847 -0.62010

Forces on the atoms, in the same order (eV/Å):
B -0.111 0.379 1.026
C -1.922 0.079 -0.606
C 5.321 0.392 3.008
C -1.842 -1.975 -0.922
C -1.588 -0.689 -3.251
C -0.008 -0.735 2.386
C -0.135 2.041 -2.173
C -0.329 3.760 -1.468
C -0.434 -0.934 0.615
H 0.593 0.406 0.335
H 0.320 -1.696 -0.549
H -0.451 0.214 -1.293
H -2.369 0.731 -2.461
H 0.458 -0.098 -0.715
H 0.731 0.796 -0.566
H 0.596 0.816 1.378
H 0.861 0.257 1.367
H 0.325 0.445 0.530
H -0.791 -0.083 0.508
H 0.916 -1.802 1.127
H -0.455 -3.352 2.088
H 0.776 -0.411 -0.580
H 0.274 -0.045 -0.074
H -1.602 -0.264 -0.850
H 0.839 0.503 1.509
H 0.028 1.265 -0.368

Output
**E_HOMO**: -9.6 eV
**Energy relative to the best compared isomer or geometry (same formula, charge and spin)**: 33.8 kcal per mole
**SMILES**: B[C@H]1CCC[C@@H]1C(C)C
**2S+1**: 1
**LUMO energy**: 0.7 eV

=====

# 6
ORCA calculation (wB97M-V/def2-TZVPD) on C24H18CrF6N3O4S3 as an isolated structure.

Geometry (Å):
Cr1 0.24861 0.58773 0.06107
C1 -1.84148 -1.28441 -2.01617
C2 -1.71409 -1.93854 -0.67007
C3 -2.50916 -3.06790 -0.37091
C4 -2.37367 -3.68006 0.83600
C5 -1.41884 -3.21008 1.76248
C6 -1.21332 -3.84592 3.00657
C7 -0.24456 -3.36950 3.84401
C8 0.54034 -2.26607 3.47870
C9 0.37210 -1.59740 2.27997
S1 1.41278 -0.25688 1.88100
C10 -0.65096 -2.08052 1.39574
N1 -0.84515 -1.45304 0.19018
H1 -2.60388 -1.78405 -2.61215
H2 -0.89671 -1.34130 -2.56019
H3 -2.10440 -0.23338 -1.91920
H4 -3.22507 -3.42006 -1.10144
H5 -2.98276 -4.53910 1.09451
H6 -1.82108 -4.70263 3.27138
H7 -0.07155 -3.84964 4.79982
H8 1.31180 -1.91092 4.14984
F1 -4.33372 -0.65352 1.96825
C11 -4.30279 0.33604 1.07577
F2 -3.94263 -0.16971 -0.10664
F3 -5.53390 0.83654 0.95364
S2 -3.12074 1.64323 1.61712
O1 -1.84026 0.98873 1.72687
O2 -3.72965 2.19431 2.78184
N2 -3.20359 2.61066 0.36538
S3 -1.90875 2.87556 -0.47420
O3 -1.03235 3.87461 0.04404
O4 -1.27151 1.65967 -0.99402
C12 -2.69096 3.57488 -1.98467
F4 -3.52984 2.69991 -2.53617
F5 -1.73105 3.86074 -2.86176
F6 -3.35711 4.68991 -1.69832
N3 1.67427 -1.93886 -1.91455
C13 2.73204 -1.90641 -0.99597
C14 3.11523 -3.06754 -0.32962
C15 4.21941 -3.07241 0.50595
C16 4.96556 -1.91532 0.67573
C17 4.57354 -0.75828 0.01640
C18 3.45334 -0.72374 -0.80447
C19 3.05726 0.56599 -1.44831
C20 3.96316 1.11215 -2.36255
C21 3.76104 2.37190 -2.90730
C22 2.65025 3.09820 -2.50520
C23 1.74659 2.54151 -1.60997
C24 1.88974 1.25544 -1.05749
H9 1.25698 -1.02635 -2.04376
H10 0.96910 -2.62003 -1.67454
H11 2.53652 -3.97363 -0.47754
H12 4.49690 -3.98331 1.02282
H13 5.82914 -1.90572 1.32844
H14 5.12312 0.16402 0.16628
H15 4.83413 0.53078 -2.64585
H16 4.46344 2.78090 -3.62395
H17 2.48621 4.10071 -2.88609
H18 0.90638 3.16144 -1.31426

Forces on the atoms, in the same order (eV/Å):
Cr -0.036 -0.282 0.079
C -0.023 0.007 -0.003
C 0.052 -0.010 -0.033
C -0.010 -0.049 0.014
C 0.001 0.020 -0.031
C 0.003 -0.007 0.015
C -0.010 -0.019 0.006
C -0.004 -0.020 0.003
C -0.022 0.020 -0.014
C -0.018 0.043 0.015
S 0.058 -0.152 0.177
C 0.061 0.014 -0.010
N -0.040 0.039 0.137
H -0.007 0.009 -0.009
H -0.015 0.021 -0.001
H 0.020 -0.005 0.001
H 0.008 0.008 -0.013
H 0.006 0.000 0.015
H -0.007 0.003 -0.011
H 0.009 0.013 0.005
H 0.003 -0.008 0.004
F 0.031 -0.002 0.001
C -0.019 0.002 -0.006
F -0.015 0.002 -0.001
F 0.009 -0.002 0.022
S 0.027 -0.136 -0.087
O -0.067 -0.020 0.007
O -0.033 0.072 -0.001
N 0.148 0.077 0.098
S -0.168 -0.210 -0.090
O 0.070 0.160 -0.013
O -0.017 0.198 -0.017
C -0.004 0.004 0.021
F 0.003 -0.002 -0.007
F -0.004 0.002 -0.005
F 0.000 -0.012 -0.001
N -0.100 -0.015 0.038
C 0.046 -0.043 -0.097
C -0.025 -0.005 -0.034
C 0.029 0.035 0.025
C -0.030 -0.018 -0.015
C -0.027 0.008 0.040
C 0.028 -0.035 -0.061
C 0.194 0.059 0.195
C -0.068 0.033 -0.027
C -0.040 -0.078 0.052
C 0.067 0.036 -0.039
C 0.012 0.044 -0.034
C -0.128 0.245 -0.282
H 0.045 0.033 -0.050
H -0.012 0.000 0.032
H 0.008 -0.005 0.006
H -0.010 0.001 0.005
H -0.001 -0.005 0.000
H 0.005 -0.005 -0.003
H 0.018 0.008 0.013
H 0.018 0.002 0.010
H -0.006 -0.007 -0.009
H -0.008 -0.065 -0.034

Output
**E_HOMO (spin up / spin down)**: -4.3 / -4.7 eV
**Energy relative to the best compared isomer or geometry (same formula, charge and spin)**: 0.0 kcal per mole
**2S+1**: 5
**⟨S²⟩**: 6.03
**LUMO energy (spin up / spin down)**: 2.4 / 2.4 eV
**Net charge**: -1

=====

> What is the 2S+1 in the second record?

1

=====

Please write out number 4 again, unchanged.
ORCA calculation (wB97M-V/def2-TZVPD) on C2H6B2F8KO as an isolated structure in a non-equilibrium geometry.

Geometry (Å):
K1 2.67367 13.84550 10.71125
B1 0.24504 16.57600 9.47762
F1 0.03344 17.15362 10.69475
F2 -0.69252 15.60633 9.17313
F3 0.22996 17.56408 8.53888
F4 1.51977 16.10801 9.57010
B2 0.31213 13.50417 13.19652
F5 0.73113 14.79961 12.90969
F6 0.74408 12.72101 12.17337
F7 0.81150 13.10297 14.41354
F8 -1.05907 13.54994 13.26506
C1 2.66935 13.96015 6.39664
C2 2.14326 12.69514 6.95871
O1 2.36888 12.38637 8.31362
H1 3.75639 13.88357 6.42082
H2 2.25877 14.76206 7.01021
H3 2.32641 14.11107 5.37306
H4 2.43493 11.94094 6.22781
H5 1.05874 12.61026 6.89019
H6 1.87625 11.58061 8.48586

Forces on the atoms, in the same order (eV/Å):
K -0.919 0.535 0.122
B -1.173 0.957 0.661
F -1.054 0.618 1.697
F -0.185 -0.835 -0.211
F -0.158 1.197 -1.858
F 2.968 -2.246 -0.430
B -1.210 1.896 1.076
F 1.101 0.953 -0.241
F 1.046 -1.916 -1.818
F 0.802 -0.668 0.847
F -1.202 -0.566 -0.059
C 0.006 0.638 1.188
C -2.375 -1.447 -1.630
O 1.428 0.169 0.557
H 0.089 0.561 -0.040
H 0.495 0.488 -0.104
H 0.023 -0.223 0.064
H 0.707 -0.869 0.505
H -0.358 0.747 -0.472
H -0.031 0.012 0.146

Output
**E_HOMO**: -7.6 eV
**2S+1**: 1
**LUMO energy**: 1.7 eV
**Net charge**: -1